Below is a structure of composition C4H7N4OS2 at a distorted geometry, with properties calculated with the ωB97M-V functional and the def2-TZVPD basis.

Computed properties:
molecular weight	191.26	g mol⁻¹
E_LUMO	-4.01	eV
HOMO level	-0.4917	hartree
relative energy (zero: lowest compared OMol25 entry of this formula, charge and spin)	87.37	kJ/mol
E	-1246.9086	Eh
Kohn-Sham gap	9.376	eV

Structure (ORCA input):
```
! wB97M-V def2-TZVPD RIJCOSX def2/J DEFGRID3
* xyz 1 1
C 2.5118 -0.7593 -1.4464
C -0.7595 -0.3738 0.2569
C 0.9614 2.4525 -1.4453
C 0.0693 0.7220 -0.2070
N 0.0530 1.8492 -2.1617
N -0.4293 0.8485 -1.4243
N 2.3547 -1.7004 -0.7106
N -2.2301 -0.9098 2.4973
O 2.3979 0.0328 -2.2869
S -1.7110 -0.1900 -1.3583
S 1.2203 1.8349 0.1467
H -0.2657 -1.2808 0.1124
H -1.3273 -0.4289 1.2240
H 1.3947 3.4354 -1.6805
H 2.7461 -2.1216 0.1051
H -2.2863 -0.4117 3.4175
H -1.5338 -1.6730 2.8198
H -3.1662 -1.3260 2.1414
*
```

***

Below is the ion C4H7N5 with charge +2 at a distorted geometry, with properties calculated with the ωB97M-V functional and the def2-TZVPD basis.

Computed properties:
molecular weight	125.13	g mol⁻¹
E_LUMO	-10.07	eV
HOMO level	-0.7046	hartree
relative energy (zero: lowest compared OMol25 entry of this formula, charge and spin)	350.07	kJ/mol
E	-429.5457	Eh
Kohn-Sham gap	9.104	eV

Structure (ORCA input):
```
! wB97M-V def2-TZVPD RIJCOSX def2/J DEFGRID3
* xyz 2 1
C -2.4565 1.1100 0.2443
N -2.7420 -0.2859 -0.0277
C -4.0999 -0.6449 0.1885
N -5.1866 -0.9709 0.1982
C -1.8342 -1.2004 -0.1149
N -0.5679 -0.8696 0.0292
C 0.6311 -0.8397 -0.0325
N 1.8377 -1.3506 -0.3026
N 3.1441 -0.9095 -0.1008
H -3.3017 1.6296 -0.3262
H -2.5697 1.4405 1.2402
H -1.5816 1.2874 -0.2898
H -2.1940 -2.1792 -0.2341
H 3.6558 -1.2674 -0.8402
H 3.5765 -1.3691 0.8094
H 3.1730 0.0411 -0.2026
*
```

***

Below is the molecule C4H7N5OS at a distorted geometry, with properties calculated with the ωB97M-V functional and the def2-TZVPD basis.

Computed properties:
molecular weight	173.20	g mol⁻¹
E_LUMO	0.24	eV
HOMO level	-0.3366	hartree
relative energy (zero: lowest compared OMol25 entry of this formula, charge and spin)	220.26	kJ/mol
E	-903.7351	Eh
Kohn-Sham gap	9.399	eV

Structure (ORCA input):
```
! wB97M-V def2-TZVPD RIJCOSX def2/J DEFGRID3
* xyz 0 1
N 3.0737 -1.2603 -0.4622
N 1.9865 -0.6908 0.0250
C 1.9120 0.6541 0.0369
O 2.8260 1.2937 -0.5839
C 0.7624 1.2816 0.7039
C -0.5943 0.5870 0.3784
N -0.7452 -0.7081 0.7146
N -2.0107 -1.1365 0.3506
C -2.8131 -0.2390 -0.1574
N -4.1152 -0.3106 -0.5560
S -1.9079 1.3448 -0.1917
H 3.2199 -0.9315 -1.4047
H 3.9954 -1.1264 0.1112
H 1.2215 -1.2395 0.5023
H 0.8738 2.3537 0.3534
H 0.9937 1.4608 1.7303
H -4.2198 -0.0550 -1.6258
H -4.4585 -1.2781 0.0753
*
```

***

Below is the molecule C4H7NO, with properties calculated with the ωB97M-V functional and the def2-TZVPD basis.

Computed properties:
molecular weight	85.11	g mol⁻¹
E_LUMO	0.92	eV
HOMO level	-0.3606	hartree
relative energy (zero: lowest compared OMol25 entry of this formula, charge and spin)	257.75	kJ/mol
E	-286.5335	Eh
Kohn-Sham gap	10.736	eV

Structure (ORCA input):
```
! wB97M-V def2-TZVPD RIJCOSX def2/J DEFGRID3
* xyz 0 1
O -1.3936 1.3969 0.7159
C -0.3224 0.9221 -0.0501
C 0.9366 0.2716 0.6051
C 0.8281 -0.8263 -0.4531
N -0.3977 -1.5680 -0.2617
C -0.4750 -0.2944 -0.9599
H -1.8383 0.6445 1.1251
H 0.0088 1.7759 -0.6461
H 0.8155 -0.1077 1.6271
H 1.8170 0.9183 0.5763
H 1.6287 -1.2864 -1.0189
H -0.7220 -1.5408 0.7046
H -0.8857 -0.3056 -1.9644
*
```

***

Below is the molecule C4H7NO at a distorted geometry, with properties calculated with the ωB97M-V functional and the def2-TZVPD basis.

Computed properties:
molecular weight	85.11	g mol⁻¹
E_LUMO (spin up / spin down)	0.26 / 0.26	eV
HOMO level (spin up / spin down)	-0.3068 / -0.3068	hartree
relative energy (zero: lowest compared OMol25 entry of this formula, charge and spin)	390.96	kJ/mol
E	-286.4827	Eh
Kohn-Sham gap (spin up / spin down)	8.611 / 8.611	eV

Structure (ORCA input):
```
! wB97M-V def2-TZVPD RIJCOSX def2/J DEFGRID3
* xyz 0 1
C -1.8227 -0.2499 0.3898
C -0.5615 0.0540 0.1106
C 0.6252 -0.1755 1.3141
C -0.0490 0.4273 -1.1514
N 1.1834 0.1562 -1.5296
O 2.0431 -0.4164 -0.7905
H -2.5822 -0.3184 -0.3739
H -2.1348 -0.4935 1.3946
H 1.3749 0.6090 1.3833
H 1.0246 -1.1817 1.2148
H 0.0288 -0.0820 2.2192
H -0.6735 0.9940 -1.8427
H 1.5437 0.6768 -2.3382
*
```

***

Below is the molecule C4H7NO, with properties calculated with the ωB97M-V functional and the def2-TZVPD basis.

Computed properties:
molecular weight	85.11	g mol⁻¹
E_LUMO	1.02	eV
HOMO level	-0.3484	hartree
relative energy (zero: lowest compared OMol25 entry of this formula, charge and spin)	261.32	kJ/mol
E	-286.5321	Eh
Kohn-Sham gap	10.501	eV

Structure (ORCA input):
```
! wB97M-V def2-TZVPD RIJCOSX def2/J DEFGRID3
* xyz 0 1
O -0.8964 1.2873 1.2875
C -0.9710 0.1583 0.4713
C -0.5738 0.3624 -1.0339
C 0.6897 -0.4640 -0.7796
N 1.3604 0.1309 0.3927
C 0.2309 -0.7869 0.5863
H 0.0252 1.5895 1.1920
H -1.9415 -0.3124 0.6391
H -0.4664 1.3980 -1.3758
H -1.2657 -0.1786 -1.6873
H 1.1997 -1.1086 -1.4907
H 2.1826 -0.3890 0.6924
H 0.3775 -1.7141 1.1289
*
```

***

Below is a structure of composition C4H7NO at a distorted geometry, with properties calculated with the ωB97M-V functional and the def2-TZVPD basis.

Computed properties:
molecular weight	85.11	g mol⁻¹
E_LUMO	1.03	eV
HOMO level	-0.3056	hartree
relative energy (zero: lowest compared OMol25 entry of this formula, charge and spin)	422.88	kJ/mol
E	-286.4706	Eh
Kohn-Sham gap	9.343	eV

Structure (ORCA input):
```
! wB97M-V def2-TZVPD RIJCOSX def2/J DEFGRID3
* xyz 0 1
C -0.6984 0.0603 2.3766
N -0.6780 0.5069 0.9988
C 0.1257 0.1064 0.1393
C 0.6791 0.6552 -1.1488
C 1.3648 -0.7191 -1.2024
O 0.8087 -1.0895 0.0825
H -0.3617 -0.9971 2.5751
H -1.6345 0.2692 2.9014
H -0.2336 1.1741 2.1420
H 1.3605 1.5084 -1.0495
H -0.0545 0.8670 -1.9272
H 1.0111 -1.3861 -1.9921
H 2.4545 -0.7186 -1.1594
*
```

***

Below is the molecule C4H7NO, with properties calculated with the ωB97M-V functional and the def2-TZVPD basis.

Computed properties:
molecular weight	85.11	g mol⁻¹
E_LUMO	1.10	eV
HOMO level	-0.3497	hartree
relative energy (zero: lowest compared OMol25 entry of this formula, charge and spin)	290.33	kJ/mol
E	-286.5211	Eh
Kohn-Sham gap	10.617	eV

Structure (ORCA input):
```
! wB97M-V def2-TZVPD RIJCOSX def2/J DEFGRID3
* xyz 0 1
O 2.4422 -0.7447 -0.3614
N 1.8450 0.4755 0.0081
C 0.5893 0.3175 -0.0543
C -0.2667 -0.8976 -0.2775
C -1.4888 -0.0374 0.1447
C -0.5829 1.2287 0.2234
H 3.2610 -0.7543 0.1441
H -0.2755 -1.2523 -1.3124
H 0.0093 -1.7364 0.3699
H -2.2897 0.0151 -0.5957
H -1.9158 -0.3290 1.1074
H -0.7683 1.9540 -0.5755
H -0.5594 1.7608 1.1792
*
```

***

Below is the molecule C4H7NO, with properties calculated with the ωB97M-V functional and the def2-TZVPD basis.

Computed properties:
molecular weight	85.11	g mol⁻¹
E_LUMO (spin up / spin down)	0.81 / 0.89	eV
HOMO level (spin up / spin down)	-0.2736 / -0.2752	hartree
relative energy (zero: lowest compared OMol25 entry of this formula, charge and spin)	391.62	kJ/mol
E	-286.4825	Eh
Kohn-Sham gap (spin up / spin down)	8.254 / 8.374	eV

Structure (ORCA input):
```
! wB97M-V def2-TZVPD RIJCOSX def2/J DEFGRID3
* xyz 0 1
C 0.6380 -0.9627 0.0223
C -0.8525 -1.1016 0.0642
O -1.5243 -0.1827 -0.6116
C -1.0313 1.0346 -0.6938
N -0.0901 1.3801 0.2793
C 1.0773 0.4818 0.3127
H 1.1184 -1.6954 0.6768
H 0.9467 -1.1992 -1.0145
H -1.3246 -2.0751 0.0028
H -0.5685 1.1596 1.1742
H -1.7267 1.7574 -1.0980
H 1.5229 0.5824 1.3075
H 1.8146 0.8209 -0.4218
*
```

***

Below is a cluster of 2 separate species, C4H7NO in total at a distorted geometry, with properties calculated with the ωB97M-V functional and the def2-TZVPD basis.

Computed properties:
molecular weight	85.11	g mol⁻¹
E_LUMO	1.13	eV
HOMO level	-0.3546	hartree
relative energy (zero: lowest compared OMol25 entry of this formula, charge and spin)	218.06	kJ/mol
E	-286.5486	Eh
Kohn-Sham gap	10.775	eV

Structure (ORCA input):
```
! wB97M-V def2-TZVPD RIJCOSX def2/J DEFGRID3
* xyz 0 1
C 2.7257 -0.8517 0.7154
C -0.2667 1.0841 -0.6780
C -0.6924 -0.5184 1.1577
C -1.1983 0.0341 -0.2684
N 0.5028 1.1366 -1.6845
O 3.4185 -0.7282 -0.1525
H -0.4516 1.9930 -0.1766
H 0.4080 -0.3747 1.0644
H -0.7446 -1.5487 1.3441
H -1.1061 -0.0147 2.0654
H -2.2401 0.2785 -0.3205
H -1.0258 -0.8583 -0.8471
H 0.6707 0.3685 -2.2193
*
```

***

Below is a cluster of 2 separate species, C4H7NO in total at a distorted geometry, with properties calculated with the ωB97M-V functional and the def2-TZVPD basis.

Computed properties:
molecular weight	85.11	g mol⁻¹
E_LUMO	0.57	eV
HOMO level	-0.3187	hartree
relative energy (zero: lowest compared OMol25 entry of this formula, charge and spin)	382.98	kJ/mol
E	-286.4858	Eh
Kohn-Sham gap	9.243	eV

Structure (ORCA input):
```
! wB97M-V def2-TZVPD RIJCOSX def2/J DEFGRID3
* xyz 0 1
C -2.2146 0.2959 0.2174
C -1.6885 -0.7578 -0.3846
N -1.1707 -1.7079 -0.9209
H -2.3845 1.1866 -0.3655
H -2.9803 0.1463 0.9613
H -0.2161 -1.9674 -0.6967
C 1.4189 1.1212 -0.5630
C 1.3954 0.4664 0.6014
O 1.0518 -0.8985 0.7528
H 2.1863 1.8459 -0.7635
H 0.6458 0.9673 -1.2968
H 2.1785 0.7026 1.3169
H 1.7779 -1.4005 1.1411
*
```

***

Below is a cluster of 2 separate species, C4H7NO in total, with properties calculated with the ωB97M-V functional and the def2-TZVPD basis.

Computed properties:
molecular weight	85.11	g mol⁻¹
E_LUMO	0.35	eV
HOMO level	-0.2964	hartree
relative energy (zero: lowest compared OMol25 entry of this formula, charge and spin)	521.29	kJ/mol
E	-286.4331	Eh
Kohn-Sham gap	8.413	eV

Structure (ORCA input):
```
! wB97M-V def2-TZVPD RIJCOSX def2/J DEFGRID3
* xyz 0 1
O 1.8961 -0.0869 -2.4728
C 1.4681 0.0948 -1.3469
C 0.5492 -0.7848 -0.6727
N 0.0577 -0.4348 0.5088
C -0.8307 -0.4771 1.4356
C -0.0562 0.7625 1.3567
H 1.7606 0.9972 -0.7583
H 0.2186 -1.7200 -1.1089
H -1.6333 0.0516 -1.1019
H -1.6680 -1.0681 1.7607
H -2.0766 0.0730 -0.4963
H -0.4407 1.6456 0.8349
H 0.7554 0.9469 2.0611
*
```

***

Below is the molecule C4H7NO, with properties calculated with the ωB97M-V functional and the def2-TZVPD basis.

Computed properties:
molecular weight	85.11	g mol⁻¹
E_LUMO	0.37	eV
HOMO level	-0.2944	hartree
relative energy (zero: lowest compared OMol25 entry of this formula, charge and spin)	378.30	kJ/mol
E	-286.4876	Eh
Kohn-Sham gap	8.379	eV

Structure (ORCA input):
```
! wB97M-V def2-TZVPD RIJCOSX def2/J DEFGRID3
* xyz 0 1
C -1.6080 -0.0806 -0.1138
C -0.2368 -0.2038 0.5114
N 0.7393 -1.0004 -0.2493
C 1.4917 -0.0655 -0.7413
C 0.6772 1.0877 0.2813
O 0.2284 2.2044 -0.0123
H -2.2051 -0.9934 -0.0100
H -1.5347 0.1874 -1.1722
H -2.1286 0.7395 0.3893
H -0.2870 -0.5449 1.5526
H 0.9223 -1.9979 -0.1746
H 2.4089 -0.3061 -1.2865
H 1.5325 0.9736 1.0255
*
```

***

Below is the molecule C4H7NO, with properties calculated with the ωB97M-V functional and the def2-TZVPD basis.

Computed properties:
molecular weight	85.11	g mol⁻¹
E_LUMO	0.47	eV
HOMO level	-0.3283	hartree
relative energy (zero: lowest compared OMol25 entry of this formula, charge and spin)	489.98	kJ/mol
E	-286.4450	Eh
Kohn-Sham gap	9.404	eV

Structure (ORCA input):
```
! wB97M-V def2-TZVPD RIJCOSX def2/J DEFGRID3
* xyz 0 1
C 0.5826 1.4104 0.6845
N 1.1956 0.8839 -0.5369
C -0.2518 0.8398 -0.3920
C -0.9752 -0.4697 -0.2041
C 0.4261 -2.3250 0.3697
O -0.2310 -1.2678 0.7402
H 0.6878 0.8307 1.5991
H 0.6394 2.4880 0.8057
H 1.6197 -0.0239 -0.3492
H -0.7838 1.5055 -1.0681
H -1.9850 -0.3334 0.1903
H 0.0875 -2.5112 -0.6916
H -1.0118 -1.0274 -1.1477
*
```

***

Below is a structure of composition C4H7NO, with properties calculated with the ωB97M-V functional and the def2-TZVPD basis.

Computed properties:
molecular weight	85.11	g mol⁻¹
E_LUMO	0.17	eV
HOMO level	-0.3376	hartree
relative energy (zero: lowest compared OMol25 entry of this formula, charge and spin)	491.24	kJ/mol
E	-286.4445	Eh
Kohn-Sham gap	9.355	eV

Structure (ORCA input):
```
! wB97M-V def2-TZVPD RIJCOSX def2/J DEFGRID3
* xyz 0 1
C 0.5624 -1.4393 0.5567
C 0.2841 -0.0464 0.0626
C -0.8650 0.4118 -0.8183
C -0.8451 1.5734 0.2164
O -1.5216 2.5609 0.3389
N 0.2066 1.0528 0.9536
H 1.4094 -1.4345 1.2470
H -0.3250 -1.7386 1.1291
H 0.7245 -2.1579 -0.2529
H 1.4088 0.0918 -0.7848
H -0.6482 0.6795 -1.8566
H -1.7310 -0.2550 -0.7735
H 1.3214 0.7059 -0.1439
*
```

***

Below is a structure of composition C4H7NO, with properties calculated with the ωB97M-V functional and the def2-TZVPD basis.

Computed properties:
molecular weight	85.11	g mol⁻¹
E_LUMO	0.42	eV
HOMO level	-0.2683	hartree
relative energy (zero: lowest compared OMol25 entry of this formula, charge and spin)	424.60	kJ/mol
E	-286.4699	Eh
Kohn-Sham gap	7.720	eV

Structure (ORCA input):
```
! wB97M-V def2-TZVPD RIJCOSX def2/J DEFGRID3
* xyz 0 1
C -1.5961 0.6191 -0.4514
N -0.3328 0.2749 -0.3536
C 0.4780 -0.7995 -0.4657
C 1.7466 -0.1109 -0.0293
C 0.8122 1.0911 0.0755
O 0.8367 2.2491 0.3377
H -1.6821 -1.1560 1.3310
H -1.8480 1.6450 -0.2233
H -2.3162 -0.0949 -0.8249
H 0.2173 -1.7623 -0.8766
H -1.0551 -1.5697 1.3065
H 2.1835 -0.4070 0.9338
H 2.5560 0.0211 -0.7596
*
```

***

Below is the molecule C4H7NO, with properties calculated with the ωB97M-V functional and the def2-TZVPD basis.

Computed properties:
molecular weight	85.11	g mol⁻¹
E_LUMO	1.08	eV
HOMO level	-0.3345	hartree
relative energy (zero: lowest compared OMol25 entry of this formula, charge and spin)	273.89	kJ/mol
E	-286.5273	Eh
Kohn-Sham gap	10.186	eV

Structure (ORCA input):
```
! wB97M-V def2-TZVPD RIJCOSX def2/J DEFGRID3
* xyz 0 1
C -0.6214 -0.2200 -1.9678
C -0.1312 -1.2464 -1.2838
O 0.3042 -1.1390 0.0153
C -0.1183 -0.0313 0.7354
C 0.7512 0.4234 1.8272
N 0.5862 1.2500 0.6253
H -1.0034 -0.3443 -2.9713
H -0.5707 0.7784 -1.5481
H -0.0213 -2.2458 -1.7208
H -1.2065 0.0218 0.8122
H 1.7401 -0.0219 1.8877
H 0.3139 0.7223 2.7786
H -0.0227 2.0528 0.8102
*
```

***

Below is a cluster of 2 separate species, C4H7NO in total, with properties calculated with the ωB97M-V functional and the def2-TZVPD basis.

Computed properties:
molecular weight	85.11	g mol⁻¹
E_LUMO	0.78	eV
HOMO level	-0.3211	hartree
relative energy (zero: lowest compared OMol25 entry of this formula, charge and spin)	271.23	kJ/mol
E	-286.5283	Eh
Kohn-Sham gap	9.519	eV

Structure (ORCA input):
```
! wB97M-V def2-TZVPD RIJCOSX def2/J DEFGRID3
* xyz 0 1
C 0.9635 1.1908 -1.6156
C 0.4551 0.4313 -0.4173
C -0.3278 -0.5897 -0.7009
O -0.9867 -1.4509 -1.1381
H 0.9673 2.2657 -1.4157
H 0.3018 1.0142 -2.4685
H 1.9743 0.8763 -1.8934
H 0.7608 0.6857 0.5889
C -0.7680 -1.2753 1.7880
N -1.4720 -0.2218 1.7020
H -1.1958 -2.2132 1.4369
H 0.2685 -1.3116 2.1342
H -0.9409 0.5985 1.9994
*
```